1.
The following is a DFT calculation (ωB97M-V/def2-TZVPD) of C39H37As2F5FeN2O4PS2 as an isolated structure.

Element x y z (Å)
Fe 0.24 0.35 -0.07
C -1.92 -0.01 2.86
As -2.01 -0.79 1.06
C -3.65 -0.01 0.35
C -2.68 -2.54 1.64
C -4.04 -2.83 1.50
C -4.58 -4.01 1.98
C -3.77 -4.94 2.61
C -2.42 -4.66 2.76
C -1.86 -3.48 2.28
As 0.04 -3.12 2.52
C 0.13 -3.23 4.47
C 0.73 -4.91 2.13
H -2.91 -0.05 3.32
H -1.53 1.00 2.86
H -1.23 -0.61 3.44
H -4.39 0.13 1.14
H -4.06 -0.67 -0.42
H -3.43 0.95 -0.11
H -4.71 -2.13 1.02
H -5.64 -4.21 1.85
H -4.18 -5.86 2.99
H -1.79 -5.39 3.26
H -0.36 -4.14 4.84
H -0.36 -2.36 4.91
H 1.17 -3.24 4.78
H 0.44 -5.63 2.89
H 1.82 -4.86 2.07
H 0.35 -5.24 1.17
S 2.34 -2.28 -4.94
C 3.10 -2.56 -6.44
C 2.96 -1.50 -7.29
C 2.22 -0.44 -6.70
C 1.81 -0.72 -5.43
C 1.02 0.14 -4.54
C 0.89 -0.19 -3.17
N 0.22 0.52 -2.29
C -0.37 1.66 -2.73
C -0.32 2.08 -4.07
C -0.99 3.29 -4.45
C -1.65 4.04 -3.55
C -1.69 3.66 -2.16
C -2.34 4.42 -1.18
C -2.31 4.01 0.14
C -1.61 2.82 0.43
N -1.02 2.07 -0.48
C -1.05 2.48 -1.76
C -2.97 4.74 1.22
C -3.18 4.33 2.51
C -3.85 5.30 3.30
C -4.14 6.42 2.59
S -3.60 6.32 0.98
C 0.40 1.29 -4.97
H 3.62 -3.48 -6.62
H 3.38 -1.47 -8.28
H 2.01 0.49 -7.21
H 1.35 -1.10 -2.81
H -0.95 3.59 -5.49
H -2.15 4.95 -3.84
H -2.85 5.32 -1.47
H -1.53 2.48 1.45
H -2.87 3.37 2.90
H -4.11 5.16 4.34
H -4.65 7.31 2.94
H 0.44 1.58 -6.01
C 0.62 -3.64 -1.36
O 1.78 -2.80 -1.37
P 1.91 -1.64 -0.25
O 3.01 -0.68 -0.93
C 4.29 -1.14 -1.39
O 2.75 -2.46 0.84
C 3.27 -1.77 1.99
H 0.38 -3.88 -2.40
H -0.23 -3.13 -0.90
H 0.84 -4.56 -0.82
H 4.34 -0.99 -2.47
H 4.43 -2.20 -1.17
H 5.06 -0.55 -0.91
H 3.74 -2.52 2.61
H 2.46 -1.27 2.53
H 4.01 -1.03 1.68
F 5.21 4.35 2.35
C 4.23 3.47 2.15
C 3.80 2.65 3.18
F 4.38 2.72 4.37
C 2.77 1.74 2.96
F 2.39 0.95 3.97
C 2.14 1.63 1.72
O 1.18 0.74 1.54
C 2.59 2.47 0.72
F 2.00 2.40 -0.50
C 3.62 3.38 0.91
F 4.01 4.16 -0.10

Results
net charge: +1
energy above the lowest of the compared OMol25 structures with the same formula, charge and spin: 10.6 kcal per mole
frontier orbital gap (spin up / spin down): 7.10 / 7.08 eV
spin multiplicity: 5

***

2.
The following is a DFT calculation (ωB97M-V/def2-TZVPD) of C39H37BrF3N7O4S2Sm as an isolated structure at a distorted geometry.

Element x y z (Å)
Sm 1.26 -0.17 0.51
O 3.28 -0.26 -6.96
C 2.15 -0.95 -6.72
O 1.44 -1.29 -7.62
C 1.82 -1.24 -5.29
C 0.48 -1.44 -4.97
C 0.10 -1.69 -3.66
C 1.07 -1.72 -2.66
C 2.41 -1.56 -2.98
C 2.79 -1.32 -4.29
N 0.70 -1.93 -1.31
C 0.04 -2.97 -1.00
C -0.36 -3.24 0.37
C -0.86 -4.49 0.71
C -1.20 -4.74 2.03
C -1.03 -3.73 2.96
C -0.52 -2.51 2.54
N -0.20 -2.26 1.27
H 3.72 0.02 -6.16
H -0.24 -1.41 -5.77
H -0.94 -1.81 -3.41
H 3.15 -1.63 -2.19
H 3.84 -1.22 -4.51
H -0.22 -3.71 -1.76
H -0.96 -5.26 -0.05
H -1.58 -5.71 2.33
H -1.28 -3.88 4.00
H -0.36 -1.70 3.24
Br 3.17 -2.60 0.89
C 3.77 -2.08 2.67
C 4.85 -2.78 3.13
C 5.32 -2.53 4.43
C 4.67 -1.62 5.21
C 3.56 -0.90 4.73
C 2.90 0.03 5.57
C 1.81 0.72 5.12
C 1.38 0.54 3.78
C 1.97 -0.34 2.89
C 3.07 -1.09 3.40
H 5.33 -3.52 2.51
H 6.17 -3.08 4.80
H 5.01 -1.44 6.23
H 3.26 0.16 6.58
H 1.28 1.41 5.76
H 0.53 1.14 3.48
C -2.30 1.67 -3.77
N -1.64 2.54 -2.82
C -1.46 3.90 -2.96
C -0.78 4.33 -1.89
N -0.55 3.22 -1.06
C -1.08 2.11 -1.66
S -1.12 0.50 -1.19
C 0.15 3.38 0.17
C -0.04 4.58 0.84
C 0.79 4.89 1.90
C 1.79 4.00 2.24
C 1.85 2.79 1.57
N 1.02 2.46 0.56
H -2.74 2.28 -4.55
H -3.08 1.10 -3.27
H -1.59 0.97 -4.20
H -1.80 4.44 -3.82
H -0.39 5.30 -1.67
H -0.83 5.26 0.55
H 0.68 5.83 2.43
H 2.51 4.22 3.01
H 2.60 2.06 1.84
F 2.59 3.17 -1.82
C 2.95 1.89 -1.92
F 3.51 1.73 -3.12
F 1.77 1.15 -1.93
C 3.86 1.40 -0.72
O 4.91 1.97 -0.57
O 3.30 0.45 -0.08
C -6.27 1.60 0.47
C -4.88 1.33 -0.11
N -3.84 1.31 0.91
C -3.05 0.32 1.32
S -1.64 0.72 2.18
N -3.33 -0.96 1.07
C -4.59 -1.60 0.71
C -4.55 -2.23 -0.68
H -7.02 1.56 -0.32
H -6.31 2.59 0.92
H -6.52 0.87 1.24
H -4.62 2.12 -0.82
H -4.86 0.39 -0.65
H -3.52 2.21 1.24
H -2.61 -1.59 1.39
H -5.39 -0.87 0.78
H -4.79 -2.37 1.45
H -4.35 -1.49 -1.45
H -5.51 -2.70 -0.90
H -3.78 -3.00 -0.73

Results
net charge: +1
energy above the lowest of the compared OMol25 structures with the same formula, charge and spin: 0.0 kcal per mole
frontier orbital gap (spin up / spin down): 6.41 / 6.43 eV
spin multiplicity: 6